Below is a 2-piece molecular cluster, C8H8O2 overall at a distorted geometry, with properties calculated with ωB97M-V/def2-TZVPD.

Geometry as XYZ:
```
18
Properties=species:S:1:pos:R:3:forces:R:3:nbo_charge:R:1
C -2.010998 -0.981000 -0.970707 0.725 -1.570 -1.812 -0.663
C -0.680070 -0.265791 -1.008589 0.208 -1.168 -0.156 0.291
C -0.381660 1.025818 -0.934426 0.828 0.575 -0.345 -0.320
C 1.014613 1.211932 -1.172108 0.890 2.972 -1.252 -0.323
C 1.483476 -0.014731 -1.429432 3.237 -2.046 1.562 0.071
O 0.500406 -0.933847 -1.300684 -1.265 -0.858 0.344 -0.431
H -2.834830 -0.359832 -0.604816 0.380 -0.121 -0.209 0.240
H -2.206031 -1.394896 -2.020988 -0.128 1.135 1.024 0.230
H -2.000346 -1.966072 -0.475698 0.269 0.647 0.633 0.229
H -1.071070 1.784543 -0.853127 -1.406 1.537 0.433 0.221
H 1.568117 2.234681 -1.376344 -1.207 -2.459 0.927 0.249
H 2.557221 -0.502056 -1.236882 -2.514 1.380 -1.243 0.213
C -0.118848 -1.061424 2.636174 -2.388 1.079 -0.632 -0.154
C 0.080657 0.175773 2.511061 1.186 -4.433 0.015 -0.161
C 1.326729 0.877917 2.038617 -1.964 -1.571 -0.675 0.388
O 1.641914 1.955902 2.346651 1.157 2.685 0.873 -0.479
H -0.712285 -2.065946 2.566533 1.698 2.370 0.491 0.258
H 1.843005 0.279028 1.284766 0.292 -0.154 0.022 0.142
```
Positions in Å, forces in eV/Å.

Output
Energy relative to the best compared isomer or geometry (same formula, charge and spin)   388.6 kJ/mol
M   136.15 g mol⁻¹
Orbital gap   0.3294 Ha
HOMO   -8.8 eV
SMILES   Cc1ccco1.C#CC=O